No. 1
A cluster of 11 separate species, C33H99O44P11 in total at a distorted geometry. Source: the OMol25 dataset; level of theory: ωB97M-V with the def2-TZVPD basis set.

XYZ file:
```
187
Properties=species:S:1:pos:R:3:lowdin_charge:R:1
C 30.719 -10.937 24.004 -0.092
O 29.740 -11.361 23.063 -0.247
P 30.057 -12.534 21.969 0.455
O 30.540 -13.844 22.545 -0.261
O 28.673 -12.602 21.153 -0.213
C 28.250 -13.866 20.686 -0.119
O 31.083 -11.918 20.903 -0.206
C 30.873 -10.546 20.513 -0.107
H 30.350 -10.893 25.029 0.091
H 30.959 -9.920 23.694 0.086
H 31.571 -11.602 23.865 0.087
H 27.174 -13.839 20.517 0.085
H 28.334 -14.602 21.485 0.084
H 28.694 -14.191 19.744 0.094
H 29.884 -10.145 20.735 0.088
H 30.978 -10.603 19.430 0.088
H 31.605 -9.768 20.729 0.088
C 31.208 -19.519 2.887 -0.101
O 32.430 -20.161 3.131 -0.217
P 33.772 -19.628 2.509 0.398
O 33.871 -19.658 1.037 -0.224
O 34.803 -20.576 3.276 -0.212
C 35.150 -21.833 2.821 -0.129
O 33.985 -18.162 3.174 -0.220
C 33.971 -17.905 4.530 -0.130
H 30.749 -19.245 3.837 0.092
H 30.534 -20.180 2.342 0.094
H 31.411 -18.623 2.300 0.090
H 35.014 -22.530 3.648 0.094
H 36.171 -21.867 2.440 0.093
H 34.534 -22.137 1.975 0.088
H 33.506 -18.681 5.137 0.092
H 33.433 -16.957 4.488 0.100
H 34.996 -17.818 4.889 0.092
C 14.537 -7.097 4.098 -0.134
O 15.011 -7.580 5.325 -0.216
P 15.818 -9.005 5.480 0.481
O 15.686 -9.856 4.304 -0.232
O 15.199 -9.666 6.837 -0.209
C 15.689 -10.914 7.280 -0.127
O 17.355 -8.615 5.905 -0.232
C 18.160 -7.951 4.948 -0.108
H 14.603 -7.944 3.415 0.075
H 15.098 -6.295 3.617 0.083
H 13.526 -6.695 4.149 0.089
H 15.014 -11.346 8.018 0.089
H 16.699 -10.890 7.690 0.088
H 15.678 -11.684 6.508 0.085
H 17.605 -7.493 4.130 0.082
H 18.797 -8.710 4.495 0.092
H 18.739 -7.222 5.516 0.094
C 19.335 -9.400 13.233 -0.098
O 19.118 -10.504 14.125 -0.271
P 18.856 -10.338 15.782 0.525
O 19.859 -9.408 16.409 -0.256
O 18.747 -11.870 16.345 -0.218
C 19.980 -12.573 16.372 -0.120
O 17.329 -9.807 15.753 -0.220
C 16.264 -10.634 15.372 -0.123
H 18.523 -9.313 12.511 0.084
H 20.263 -9.557 12.683 0.084
H 19.414 -8.515 13.864 0.081
H 19.978 -13.178 17.279 0.087
H 20.842 -11.913 16.467 0.087
H 20.096 -13.334 15.600 0.090
H 15.681 -10.923 16.246 0.089
H 16.614 -11.543 14.882 0.086
H 15.563 -10.070 14.757 0.093
C 17.230 -18.401 12.424 -0.108
O 16.085 -17.574 12.655 -0.233
P 14.770 -18.238 13.379 0.491
O 13.549 -17.419 13.619 -0.240
O 14.511 -19.471 12.319 -0.239
C 13.373 -20.296 12.454 -0.115
O 15.408 -18.919 14.714 -0.243
C 15.621 -18.041 15.818 -0.107
H 17.062 -19.447 12.680 0.083
H 18.131 -17.992 12.881 0.088
H 17.377 -18.342 11.346 0.089
H 12.966 -20.340 11.444 0.089
H 12.622 -20.006 13.190 0.092
H 13.756 -21.305 12.603 0.087
H 16.548 -18.324 16.316 0.093
H 14.741 -18.066 16.460 0.091
H 15.653 -17.000 15.495 0.081
C 36.535 -1.461 12.164 -0.112
O 37.280 -1.298 10.981 -0.233
P 36.637 -1.360 9.476 0.490
O 35.460 -0.466 9.220 -0.249
O 37.903 -1.083 8.509 -0.215
C 37.740 -1.260 7.122 -0.130
O 36.319 -2.951 9.275 -0.224
C 37.369 -3.907 9.255 -0.116
H 35.475 -1.484 11.913 0.088
H 36.751 -0.701 12.915 0.090
H 36.767 -2.415 12.639 0.086
H 36.728 -1.620 6.940 0.083
H 38.313 -2.037 6.617 0.086
H 37.858 -0.348 6.537 0.094
H 38.010 -3.916 8.374 0.082
H 36.902 -4.876 9.433 0.093
H 38.100 -3.809 10.058 0.086
C 39.934 -13.415 3.078 -0.133
O 40.190 -12.043 2.983 -0.226
P 39.829 -10.996 4.173 0.487
O 40.378 -9.606 4.016 -0.247
O 38.170 -11.017 4.233 -0.230
C 37.490 -10.478 3.081 -0.111
O 40.319 -11.831 5.446 -0.240
C 41.673 -12.161 5.662 -0.101
H 40.838 -14.024 3.112 0.089
H 39.242 -13.830 2.345 0.094
H 39.540 -13.694 4.055 0.083
H 38.083 -10.460 2.167 0.081
H 37.264 -9.422 3.235 0.087
H 36.580 -11.024 2.830 0.088
H 41.950 -13.176 5.947 0.094
H 41.943 -11.492 6.479 0.095
H 42.232 -11.851 4.779 0.091
C 29.123 -11.224 8.926 -0.075
O 27.908 -11.634 8.263 -0.206
P 26.474 -11.827 8.912 0.419
O 25.943 -10.608 9.518 -0.237
O 25.555 -12.467 7.696 -0.239
C 24.215 -13.009 7.875 -0.084
O 26.625 -13.056 9.950 -0.215
C 25.586 -13.378 10.873 -0.123
H 29.629 -12.021 9.471 0.086
H 28.898 -10.447 9.655 0.088
H 29.897 -10.814 8.277 0.088
H 23.567 -12.906 7.005 0.088
H 23.763 -12.430 8.680 0.080
H 24.280 -14.040 8.221 0.079
H 25.121 -12.479 11.276 0.087
H 25.991 -13.873 11.756 0.085
H 24.781 -14.055 10.586 0.078
C 16.137 -18.422 -2.648 -0.092
O 16.275 -18.238 -1.240 -0.225
P 14.998 -17.976 -0.322 0.491
O 13.936 -19.025 -0.476 -0.247
O 15.657 -17.798 1.147 -0.208
C 16.752 -16.988 1.410 -0.133
O 14.509 -16.471 -0.822 -0.222
C 13.271 -16.009 -0.609 -0.183
H 15.142 -18.318 -3.080 0.091
H 16.533 -19.377 -2.995 0.090
H 16.774 -17.607 -2.992 0.092
H 16.904 -16.271 0.603 0.085
H 17.647 -17.603 1.498 0.094
H 16.609 -16.377 2.300 0.093
H 12.672 -16.684 0.001 0.090
H 12.835 -15.880 -1.600 0.094
H 13.224 -15.036 -0.119 0.089
C 40.919 -14.517 12.916 -0.119
O 41.049 -13.115 12.776 -0.227
P 40.050 -12.132 13.615 0.515
O 40.131 -12.301 15.092 -0.244
O 38.640 -12.636 12.937 -0.221
C 37.627 -13.331 13.620 -0.130
O 40.334 -10.629 13.089 -0.184
C 41.419 -9.968 13.502 -0.187
H 40.215 -14.822 13.691 0.078
H 41.855 -14.978 13.231 0.091
H 40.565 -14.977 11.993 0.092
H 36.623 -12.958 13.420 0.087
H 37.691 -13.263 14.706 0.084
H 37.676 -14.390 13.366 0.085
H 41.508 -9.960 14.588 0.094
H 41.510 -8.949 13.128 0.095
H 42.349 -10.372 13.103 0.092
C 28.637 -2.995 12.857 -0.108
O 28.675 -2.928 14.283 -0.232
P 29.465 -4.102 15.037 0.485
O 30.224 -5.079 14.166 -0.263
O 28.275 -4.798 15.934 -0.263
C 27.061 -5.323 15.314 -0.064
O 30.443 -3.267 16.061 -0.213
C 29.855 -2.618 17.201 -0.110
H 28.433 -3.986 12.452 0.081
H 29.630 -2.775 12.465 0.088
H 27.941 -2.211 12.558 0.093
H 26.860 -6.355 15.602 0.089
H 27.221 -5.315 14.235 0.074
H 26.230 -4.678 15.596 0.091
H 28.873 -3.025 17.443 0.076
H 29.830 -1.529 17.165 0.089
H 30.471 -2.897 18.055 0.086
```

Total energy = -228112.2527 eV
Maximum force = 5.31 eV Å⁻¹
Structure (SMILES) = COP(=O)(OC)OC.COP(=O)(OC)OC.COP(=O)(OC)OC.COP(=O)(OC)OC.COP(=O)(OC)OC.COP(=O)(OC)OC.COP(=O)(OC)OC.COP(=O)(OC)OC.COP(=O)(OC)OC.COP(=O)(OC)OC.COP(=O)(OC)OC
LUMO level = 0.16 eV
E_HOMO = -0.38876 Ha

---

No. 2
A structure of composition C34H16F3N8ORh at a distorted geometry. Source: the OMol25 dataset; level of theory: ωB97M-V with the def2-TZVPD basis set.

XYZ file:
```
63
Properties=species:S:1:pos:R:3:lowdin_charge:R:1
Rh -0.075 0.003 -0.095 1.136
C 4.264 -2.164 -4.512 -0.073
C 4.668 -0.827 -4.555 -0.074
C 4.022 0.148 -3.814 -0.007
C 2.955 -0.245 -3.020 -0.097
C 2.082 0.476 -2.115 -0.255
N 2.128 1.774 -1.902 0.222
C 1.383 2.441 -1.043 -0.248
C 1.403 3.879 -0.873 -0.099
C 2.123 4.880 -1.509 -0.008
C 1.882 6.188 -1.124 -0.074
C 0.954 6.489 -0.124 -0.074
C 0.244 5.492 0.523 -0.008
C 0.476 4.180 0.137 -0.097
C -0.083 2.916 0.573 -0.259
N -0.961 2.780 1.546 0.224
C -1.474 1.645 1.975 -0.256
N -1.280 0.404 1.443 0.009
C -2.024 -0.517 2.120 -0.249
N -2.144 -1.796 1.830 0.222
C -1.526 -2.427 0.853 -0.256
N -0.590 -1.912 0.006 0.009
C -0.163 -2.880 -0.855 -0.248
N 0.780 -2.763 -1.767 0.221
C 1.441 -1.658 -2.051 -0.254
N 1.201 -0.409 -1.565 0.009
C 2.550 -1.587 -2.980 -0.101
C 3.197 -2.562 -3.723 -0.007
C -0.880 -4.105 -0.562 -0.100
C -0.871 -5.357 -1.156 -0.008
C -1.727 -6.318 -0.646 -0.074
C -2.571 -6.039 0.433 -0.074
C -2.586 -4.788 1.027 -0.007
C -1.734 -3.821 0.515 -0.099
C -2.728 0.162 3.190 -0.096
C -3.580 -0.289 4.187 -0.007
C -4.082 0.646 5.077 -0.074
C -3.748 1.999 4.976 -0.074
C -2.895 2.454 3.984 -0.008
C -2.388 1.521 3.093 -0.097
N 0.485 1.917 -0.163 0.008
H 4.797 -2.901 -5.098 0.103
H 5.507 -0.551 -5.182 0.103
H 4.337 1.183 -3.846 0.115
H 2.849 4.632 -2.273 0.114
H 2.422 6.991 -1.609 0.103
H 0.794 7.524 0.151 0.103
H -0.467 5.720 1.306 0.114
H 2.874 -3.593 -3.683 0.114
H -0.217 -5.557 -1.995 0.114
H -1.742 -7.305 -1.091 0.103
H -3.226 -6.815 0.806 0.103
H -3.236 -4.557 1.861 0.115
H -3.837 -1.337 4.263 0.115
H -4.744 0.327 5.872 0.103
H -4.161 2.701 5.690 0.103
H -2.621 3.497 3.897 0.115
O -2.535 1.125 -1.436 0.184
C -1.607 0.542 -1.184 -0.104
F 1.556 0.728 2.113 0.060
C 1.384 -0.328 1.272 -0.600
F 1.131 -1.387 2.088 0.062
F 2.615 -0.569 0.743 0.063
```

Total energy = -60651.0395 eV
Maximum force = 1.41 eV Å⁻¹
LUMO level = -1.65 eV
E_HOMO = -0.24272 Ha

---

No. 3
A structure of composition C34H21AlCl5N3O2. Source: the OMol25 dataset; level of theory: ωB97M-V with the def2-TZVPD basis set.

XYZ file:
```
66
Properties=species:S:1:pos:R:3:lowdin_charge:R:1
Al -0.123 0.268 -0.109 0.171
C -2.901 -1.295 0.348 -0.027
O -1.482 -1.260 0.516 -0.131
C -0.880 -2.429 0.929 -0.215
C -1.509 -3.655 1.039 -0.013
C -0.766 -4.762 1.430 -0.071
C 0.585 -4.646 1.721 -0.075
C 1.212 -3.415 1.624 0.008
C 0.483 -2.306 1.217 -0.169
N 0.966 -1.006 1.068 0.051
N 2.151 -0.789 1.474 0.170
C 2.555 0.492 1.620 -0.133
C 1.629 1.567 1.641 -0.275
O 0.421 1.430 1.219 -0.060
C 2.051 2.818 2.179 0.014
C 3.339 3.017 2.553 -0.002
C 4.325 1.992 2.438 -0.170
C 5.672 2.223 2.771 -0.038
C 6.611 1.235 2.619 -0.088
C 6.227 -0.020 2.127 -0.077
C 4.915 -0.276 1.811 -0.024
C 3.936 0.721 1.967 -0.099
H -3.379 -1.636 1.267 0.111
H -3.172 -1.948 -0.483 0.113
H -3.213 -0.282 0.126 0.069
H -2.557 -3.772 0.804 0.112
H -1.256 -5.723 1.503 0.106
H 1.149 -5.519 2.022 0.105
H 2.261 -3.292 1.848 0.112
H 1.318 3.614 2.237 0.124
H 3.640 3.987 2.933 0.118
H 5.957 3.200 3.144 0.112
H 7.647 1.423 2.869 0.101
H 6.977 -0.788 1.984 0.103
H 4.612 -1.238 1.421 0.105
C 1.584 3.883 -2.058 -0.034
C 2.278 3.335 -3.132 -0.042
C 2.382 1.963 -3.237 0.008
C 1.761 1.152 -2.285 -0.198
N 1.083 1.693 -1.269 0.102
C 1.012 3.020 -1.149 -0.086
C 1.671 -0.313 -2.380 -0.189
C 2.505 -1.035 -3.233 -0.039
C 2.279 -2.382 -3.446 -0.088
C 1.191 -2.985 -2.831 -0.080
C 0.403 -2.266 -1.942 -0.090
C 0.625 -0.916 -1.653 -0.090
H 1.471 4.952 -1.940 0.110
H 2.717 3.974 -3.886 0.112
H 2.893 1.516 -4.078 0.109
H 0.459 3.390 -0.294 0.123
H 3.340 -0.548 -3.724 0.103
H 2.925 -2.950 -4.103 0.100
H 0.963 -4.025 -3.032 0.101
H -0.426 -2.795 -1.487 0.093
Cl -1.674 0.872 -3.214 0.746
C -1.996 1.930 -1.888 -0.681
C -1.772 1.481 -0.581 -0.202
C -2.304 2.308 0.413 -0.672
Cl -2.333 1.714 2.040 0.747
C -2.853 3.563 0.164 -0.707
Cl -3.459 4.540 1.447 0.678
C -2.904 4.030 -1.146 -0.712
Cl -3.479 5.615 -1.481 0.683
C -2.522 3.186 -2.185 -0.712
Cl -2.673 3.720 -3.815 0.675
```

Total energy = -113376.2509 eV
Maximum force = 1.00 eV Å⁻¹
LUMO level = -0.92 eV
E_HOMO = -0.28501 Ha

---

No. 4
A cluster of 4 separate species, C34H22BIN4O10 in total. Source: the OMol25 dataset; level of theory: ωB97M-V with the def2-TZVPD basis set.

XYZ file:
```
72
Properties=species:S:1:pos:R:3:lowdin_charge:R:1
N 1.980 2.383 2.598 0.190
C 1.447 1.690 1.846 -0.313
O 0.898 1.044 0.861 0.053
C -0.515 0.931 0.948 -0.115
C -1.045 -0.243 1.548 -0.076
C -0.097 -1.268 2.059 -0.157
C 0.940 -1.756 1.262 -0.004
C 1.796 -2.675 1.827 -0.047
C 1.627 -3.097 3.134 -0.122
N 0.644 -2.641 3.913 0.096
C -0.174 -1.748 3.365 -0.092
C -2.413 -0.364 1.608 -0.156
C -3.065 -1.615 2.137 -0.134
C -2.710 -2.864 1.344 -0.778
O -2.579 -3.936 1.816 0.048
I -2.524 -2.586 -0.808 0.821
C -3.249 0.680 1.117 -0.157
N -4.602 0.519 1.195 0.141
C -5.321 1.498 0.724 -0.083
C -4.749 2.645 0.128 -0.086
N -3.463 2.825 0.015 0.157
C -2.685 1.834 0.541 -0.147
C -1.271 1.958 0.470 0.064
B -0.605 3.266 -0.144 -0.596
O 0.444 3.196 -1.045 0.167
O -1.021 4.486 0.288 0.192
H 1.068 -1.421 0.242 0.120
H 2.636 -3.055 1.264 0.077
H 2.336 -3.811 3.531 0.091
H -0.945 -1.346 4.015 0.121
H -2.840 -1.808 3.181 0.120
H -4.149 -1.522 2.047 0.117
H -6.400 1.418 0.784 0.115
H -5.411 3.414 -0.253 0.084
H 0.243 2.737 -1.866 0.112
H -0.972 5.135 -0.423 0.117
O -7.359 3.955 -1.303 0.086
C -7.511 4.255 -2.470 -0.374
C -8.843 4.637 -2.997 0.022
C -9.010 4.964 -4.276 0.025
C -7.869 4.962 -5.227 -0.384
O -8.020 5.261 -6.391 0.114
C -6.535 4.579 -4.697 0.025
C -6.370 4.252 -3.418 0.022
H -9.659 4.632 -2.286 0.123
H -9.972 5.245 -4.684 0.124
H -5.719 4.584 -5.407 0.123
H -5.407 3.971 -3.009 0.119
O 3.749 -3.698 -0.709 0.095
C 4.582 -2.976 -1.215 -0.390
C 5.760 -3.543 -1.910 0.006
C 6.679 -2.756 -2.464 0.026
C 6.563 -1.275 -2.406 -0.391
O 7.394 -0.560 -2.916 0.122
C 5.380 -0.709 -1.706 0.026
C 4.462 -1.498 -1.155 0.015
H 5.821 -4.624 -1.943 0.126
H 7.546 -3.146 -2.982 0.126
H 5.316 0.372 -1.673 0.130
H 3.594 -1.106 -0.639 0.115
O 7.613 -1.174 0.547 0.110
C 6.879 -1.920 1.159 -0.391
C 5.798 -1.398 2.033 0.027
C 4.997 -2.219 2.708 0.020
C 5.149 -3.694 2.611 -0.373
O 4.414 -4.446 3.218 0.099
C 6.230 -4.216 1.734 0.031
C 7.032 -3.393 1.062 0.008
H 5.706 -0.320 2.089 0.129
H 4.206 -1.858 3.354 0.121
H 6.322 -5.294 1.681 0.127
H 7.830 -3.749 0.422 0.124
```

Total energy = -70825.5502 eV
Maximum force = 0.79 eV Å⁻¹
Structure (SMILES) = N#COc1c(-c2cccnc2)c(CC(=O)I)c2nccnc2c1B(O)O.O=C1C=CC(=O)C=C1.O=C1C=CC(=O)C=C1.O=C1C=CC(=O)C=C1
LUMO level = -1.98 eV
E_HOMO = -0.33902 Ha